DFT (ωB97M-V/def2-TZVPD) results for a cluster of 6 separate species, H11O6 in total.

XYZ file:
```
17
Properties=species:S:1:pos:R:3:forces:R:3
O 0.96790 1.40583 -0.37802 -0.398 0.315 -0.600
H 1.89631 1.13036 -0.35435 0.137 -0.350 0.236
O 3.21563 -0.61704 0.67318 -0.071 0.321 0.699
H 3.84859 0.10792 -0.23484 0.631 0.266 0.522
H 3.71145 -0.30759 1.45969 -0.327 -0.294 -0.733
O 1.32496 0.55122 3.52335 -0.103 -0.073 0.212
H 2.10787 0.70623 4.06216 -0.023 -0.109 -0.289
H 1.62214 0.05822 2.74299 0.188 0.147 -0.148
O 4.55639 0.83182 -0.76036 -0.179 -0.342 -0.573
H 0.76418 1.53106 -1.31861 0.281 -0.096 0.483
H 5.08645 0.26238 -1.33621 -0.178 0.232 0.188
O -2.93103 -0.98771 -0.57973 -0.276 0.422 -0.323
H -2.73370 -0.51720 0.22912 0.241 -0.168 0.616
H -2.90024 -0.25081 -1.20058 0.063 -0.248 -0.304
O -7.05466 -1.55733 -2.38510 -0.498 -0.256 -0.150
H -7.26399 -1.18120 -1.53239 -0.098 0.070 0.339
H -6.21824 -1.16616 -2.61029 0.611 0.163 -0.174
```
Positions in Å, forces in eV/Å.

Calculated values
- Electronic energy: -12464.0835 eV
- E_LUMO: 2.529 eV
- Kohn-Sham gap: 6.650 eV
- Total charge: -1

These are the Löwdin partial charges, in e, on atoms 1 to 6: -0.09 0.00 -0.41 -0.07 -0.07 -0.08

DFT (ωB97M-V/def2-TZVPD) results for a structure of composition C23H28BeN7Sb.

XYZ file:
```
60
Properties=species:S:1:pos:R:3:forces:R:3
Be 1.17539 -0.01508 0.12451 -0.600 -0.564 -0.461
C -0.31093 1.32519 -2.44036 -0.053 -0.001 0.062
C 0.25622 2.20761 -1.36927 -0.060 0.011 -0.036
C 0.06568 3.58241 -1.48491 0.052 0.069 0.079
C 0.65336 4.45342 -0.59055 -0.045 -0.091 -0.068
C 1.48986 3.92515 0.38515 0.001 -0.074 0.063
C 1.63618 2.55626 0.46721 0.251 0.128 0.071
N 0.98591 1.69728 -0.35380 0.133 0.061 0.263
Sb 3.18884 1.72388 1.71242 -0.280 -0.126 -0.131
C 3.65697 0.22939 0.17774 0.199 0.161 0.188
C 5.00552 0.06440 -0.06795 -0.033 0.025 0.026
C 5.41663 -0.85763 -1.02330 -0.152 -0.082 -0.077
C 4.45189 -1.57340 -1.70239 0.146 0.047 0.043
C 3.10262 -1.37267 -1.42997 -0.057 0.003 -0.027
C 2.06215 -2.13122 -2.18599 -0.083 -0.013 0.009
N 2.71551 -0.48433 -0.49339 0.152 0.124 0.095
C 1.79236 0.37591 2.65941 0.258 0.054 0.133
C 1.68764 0.32228 4.03489 0.032 0.055 -0.097
C 0.99398 -0.73350 4.61386 -0.060 -0.091 -0.089
C 0.52361 -1.73821 3.78938 0.054 0.096 0.047
C 0.66082 -1.63785 2.40854 -0.086 -0.066 -0.060
C 0.24240 -2.78947 1.54383 -0.009 0.009 0.027
N 1.22330 -0.54609 1.84961 0.094 0.400 0.049
H -0.16283 1.80839 -3.40519 0.000 -0.011 -0.003
H 0.15886 0.34949 -2.46774 0.029 -0.025 -0.054
H -1.38883 1.19528 -2.31494 0.007 -0.055 0.010
H -0.53049 3.95549 -2.30647 0.002 -0.009 -0.009
H 0.50797 5.52175 -0.68019 -0.015 0.000 0.007
H 2.03114 4.56914 1.06542 0.007 0.022 -0.035
H 5.73497 0.64668 0.47972 -0.004 -0.004 -0.002
H 6.46688 -1.01014 -1.23289 0.004 0.006 0.006
H 4.73155 -2.29715 -2.45463 -0.023 0.001 -0.006
H 2.52398 -2.82180 -2.88630 0.021 0.009 -0.001
H 1.41554 -2.70358 -1.52229 0.030 0.007 -0.011
H 1.41963 -1.45599 -2.75259 0.016 -0.016 0.005
H 2.15853 1.08295 4.64328 -0.009 -0.025 0.030
H 0.87077 -0.79402 5.68708 0.016 -0.020 0.001
H 0.06571 -2.62747 4.20089 -0.008 0.009 0.016
H 0.57654 -3.71809 2.00514 0.040 0.002 -0.010
H -0.84395 -2.86582 1.45642 0.016 0.038 -0.032
H 0.67563 -2.71633 0.55128 0.002 -0.122 0.037
C -4.87508 -0.42768 -1.91313 -0.090 0.001 0.118
C -4.85307 -0.09794 -0.42308 0.271 0.022 -0.092
C -4.45282 1.35328 -0.16903 -0.110 -0.092 0.037
C -3.95218 -1.06691 0.35508 -0.624 0.095 -0.102
N -2.55883 -1.03237 -0.08129 0.497 0.010 0.462
C -1.55191 -0.31432 0.40982 -0.077 0.190 -0.497
N -0.46558 -0.63511 -0.26799 0.001 -0.146 0.112
N -0.83176 -1.58985 -1.15324 0.102 0.047 -0.004
N -2.07140 -1.83726 -1.03745 -0.211 0.084 -0.094
H -5.60921 0.19675 -2.42015 0.021 -0.003 -0.033
H -5.14196 -1.47111 -2.08422 0.015 0.015 -0.048
H -3.90247 -0.24273 -2.37535 -0.005 -0.007 -0.029
H -5.85192 -0.25908 -0.01090 -0.002 -0.019 0.016
H -3.46403 1.57154 -0.58529 0.012 0.026 -0.005
H -4.44937 1.58631 0.89848 0.031 0.034 -0.016
H -5.16143 2.02633 -0.64921 0.034 0.028 -0.015
H -4.29754 -2.09095 0.22558 0.100 -0.029 0.040
H -3.96236 -0.81027 1.41402 0.073 -0.106 0.024
H -1.63459 0.43886 1.17671 -0.022 -0.091 0.064
```
Positions in Å, forces in eV/Å.

Calculated values
- Electronic energy: -41664.3176 eV
- E_LUMO: -5.978 eV
- Kohn-Sham gap: 9.486 eV
- Total charge: +2

These are the Löwdin partial charges, in e, on atoms 1 to 6: 0.14 -0.01 -0.26 0.01 0.00 -0.09

DFT (ωB97M-V/def2-TZVPD) results for a structure of composition C14H34BF4NO8.

XYZ file:
```
62
Properties=species:S:1:pos:R:3:forces:R:3
N 0.93237 0.60073 0.03228 2.315 0.820 -0.391
H 0.69188 0.25522 0.95036 -0.426 -0.167 0.697
H 1.94170 0.60612 -0.00415 -3.772 -0.335 1.066
H 0.48183 1.50194 -0.03797 -0.405 -0.059 0.905
H 0.62277 0.04751 -0.75397 1.890 0.356 6.634
C 1.63744 3.30523 -0.21433 1.581 0.865 -1.732
C 0.12520 3.25869 -0.28380 -0.028 0.813 2.292
C -0.29199 2.94556 -1.73914 0.165 0.410 -0.623
O -0.36935 2.42530 0.70267 1.375 4.476 -0.774
H 1.96453 4.00707 -0.98148 0.186 0.588 -0.641
H 2.12711 2.38723 -0.53931 -0.575 1.048 0.457
H 2.14232 3.71266 0.66157 -0.668 -0.449 0.536
H -0.14364 4.29540 -0.08114 -0.623 0.955 -0.110
H 0.18664 1.99962 -1.99256 0.850 0.725 -0.161
H -0.04652 3.60788 -2.56931 0.759 0.838 0.242
H -1.34329 2.73197 -1.93213 1.257 2.001 1.148
C 2.07061 -1.93770 1.36373 0.363 -0.179 0.738
C 0.94478 -1.44797 2.31559 -0.376 1.834 -1.783
C 1.33761 -1.79050 3.73800 0.355 0.672 0.068
O 0.56066 -0.11064 1.99247 -0.920 -4.742 8.313
H 2.31188 -2.97655 1.58884 -0.347 -0.651 -0.370
H 3.03949 -1.47689 1.55617 -0.421 0.551 0.208
H 1.87847 -1.76995 0.30399 -0.150 -0.164 0.081
H 0.04504 -2.04707 2.17543 -0.389 -0.752 -0.289
H 2.30333 -1.32477 3.93446 -0.062 0.314 0.474
H 1.48248 -2.86318 3.86640 -0.125 -0.304 -0.071
H 0.53820 -1.44918 4.39568 0.233 0.143 0.292
B 3.65767 0.99246 0.48356 2.273 1.879 2.935
F 2.87102 1.28271 1.56970 -0.243 0.321 0.599
F 4.32815 -0.14511 0.72249 1.589 -2.911 0.114
F 2.94580 0.86159 -0.65487 5.105 0.216 -4.843
F 4.65702 1.98106 0.43903 0.427 1.110 -0.939
C -4.09910 -0.18251 2.73758 1.161 0.554 -1.764
C -3.03551 -0.92616 1.89854 1.483 -0.447 1.598
O -2.96021 -0.84508 0.48191 -3.157 -0.792 1.118
C -2.38590 0.19252 -0.08397 0.454 4.209 1.328
O -1.92239 1.17939 0.44165 -3.311 -3.184 -0.486
O -2.51999 0.07177 -1.38130 -1.456 -1.107 -2.102
C -1.96088 1.04806 -2.23106 -0.609 -0.809 0.053
H -5.07646 -0.62097 2.53601 -0.152 0.340 0.313
H -3.98940 0.85487 2.42150 -0.652 0.211 0.038
H -3.78783 -0.18448 3.78219 -0.189 -0.443 -0.018
H -3.13522 -1.97311 2.18495 -0.117 -0.418 -0.731
H -2.02651 -0.69365 2.23907 0.115 0.602 0.311
H -1.96062 0.67855 -3.25651 -0.466 -0.427 -0.166
H -0.91276 1.21247 -1.98101 -2.172 -0.520 -0.073
H -2.50168 1.99428 -2.21404 -0.730 -0.679 0.120
C -0.32562 -3.47413 0.03338 1.341 -0.033 -2.121
C -0.98255 -2.16524 -0.36408 -0.926 -0.500 0.997
O -1.13806 -1.89742 -1.81282 3.491 0.680 -0.178
C -0.23888 -0.96396 -2.32546 -0.291 -1.305 -0.137
O 0.31962 -0.03750 -1.73995 -4.603 -5.094 -13.491
O -0.05189 -1.27123 -3.62563 -0.361 -0.967 -0.781
C 0.39836 -0.33153 -4.62706 0.183 1.045 1.907
H -0.25166 -3.67760 1.10166 -0.938 0.054 -0.155
H 0.72945 -3.50466 -0.23861 0.157 0.216 -0.221
H -0.77250 -4.21562 -0.62889 -0.312 -0.657 0.615
H -0.58114 -1.32273 0.19907 0.426 0.216 -0.385
H -2.01869 -2.24113 -0.03430 0.696 -0.385 -0.517
H -0.42597 0.34723 -4.84586 -0.075 -0.186 -0.379
H 0.81925 -0.80641 -5.51332 -0.397 -0.458 0.355
H 1.16358 0.28984 -4.16185 0.215 0.061 -0.121
```
Positions in Å, forces in eV/Å.

Calculated values
- Electronic energy: -44476.9122 eV
- E_LUMO: 4.600 eV
- Kohn-Sham gap: 3.855 eV
- Total charge: -2

These are the Löwdin partial charges, in e, on atoms 1 to 6: 0.16 -0.19 -0.03 0.00 -0.18 -0.08

DFT (ωB97M-V/def2-TZVPD) results for a cluster of 2 separate species, C2H2BrFO in total.

XYZ file:
```
7
Properties=species:S:1:pos:R:3:forces:R:3
C -0.50647 0.73112 -0.15689 1.761 1.372 0.822
C 0.56365 -0.11276 -0.78677 -2.030 1.143 1.883
O -0.27757 1.76033 0.51320 0.525 -1.710 -1.428
F 0.32423 -1.35468 -1.10758 -0.684 -0.550 -0.654
Br -0.14305 -1.53758 2.32483 0.034 0.055 -0.072
H -1.53686 0.48158 -0.22508 -1.019 -1.003 -0.608
H 1.57606 0.03199 -0.56171 1.412 0.692 0.056
```
Positions in Å, forces in eV/Å.

Calculated values
- Electronic energy: -76910.2156 eV
- E_LUMO (alpha / beta): -1.518 / -3.781 eV
- Kohn-Sham gap (alpha / beta): 8.973 / 5.888 eV
- Total charge: 0

These are the Löwdin partial charges, in e, on atoms 1 to 6: -0.28 -0.07 -0.01 0.04 0.12 0.10

DFT (ωB97M-V/def2-TZVPD) results for a structure of composition C19H25CeN9O9SSe.

XYZ file:
```
65
Properties=species:S:1:pos:R:3:forces:R:3
Ce 0.65985 0.15609 -0.12445 -1.542 -3.832 3.691
C -0.01538 0.77986 3.67173 -0.200 0.044 0.025
O 0.77406 0.20175 2.62842 0.289 -0.133 -0.303
C 1.68701 -0.75796 3.15743 0.108 -0.219 -0.108
C 2.67327 -1.14032 2.08510 -0.277 0.061 0.533
O 1.93486 -1.82075 1.05183 -0.030 0.475 -0.338
C 2.82389 -2.47389 0.13737 -0.113 -0.097 -0.341
C 1.98748 -3.10894 -0.95116 0.005 -0.090 0.402
O 0.98021 -2.18022 -1.35748 0.087 0.234 0.147
C 0.33126 -2.63471 -2.55882 -0.172 -0.013 -0.116
H 0.61982 1.06305 4.51189 0.050 -0.021 -0.048
H -0.77497 0.07354 4.01736 0.030 -0.020 -0.027
H -0.49067 1.67170 3.28082 -0.017 -0.021 0.016
H 1.13715 -1.64818 3.48260 0.018 0.050 0.103
H 2.22878 -0.33597 4.00721 -0.023 0.027 -0.006
H 3.42296 -1.81582 2.50058 0.026 0.027 -0.030
H 3.14937 -0.24485 1.67676 0.163 -0.108 -0.004
H 3.39481 -3.23867 0.66704 0.027 0.012 -0.018
H 3.50573 -1.73195 -0.28208 0.102 -0.028 0.094
H 1.50365 -4.01868 -0.58330 -0.021 0.006 -0.065
H 2.62714 -3.36980 -1.79834 -0.028 -0.028 -0.015
H 0.98685 -2.49112 -3.41779 0.045 -0.008 0.053
H -0.57592 -2.05394 -2.68353 0.003 -0.020 -0.023
H 0.06773 -3.68912 -2.46229 0.034 0.007 0.071
N 3.39581 -0.83567 -3.53172 -0.343 0.063 -0.156
N 3.07687 0.49444 -3.88200 -0.028 0.102 0.727
C 1.94740 1.09090 -3.52964 -0.132 0.119 -1.268
N 1.80879 2.37932 -3.87201 -0.097 -0.205 0.673
N 1.00320 0.28150 -2.93832 0.171 -0.421 0.656
N -0.13851 0.79112 -2.56096 -0.768 1.189 -4.162
O -0.78991 0.07484 -1.72373 -0.927 -0.232 0.220
O -0.66459 1.77421 -3.04020 0.219 -0.296 0.550
H 3.21081 -0.92918 -2.54381 0.096 -0.022 0.353
H 4.38784 -0.96263 -3.68740 0.024 0.008 -0.117
H 3.84148 1.10666 -4.13471 0.009 -0.095 -0.205
H 2.63205 2.96487 -3.81517 -0.043 0.014 -0.181
H 0.93913 2.81598 -3.61233 -0.096 0.125 -0.057
O 2.40079 1.93736 0.93211 -0.366 -0.135 -0.186
S 2.50227 1.87088 -0.52007 4.031 3.080 0.180
O 3.44976 2.68025 -1.20881 -0.380 -0.199 0.113
O 1.08770 2.09021 -1.01137 -0.235 0.673 -0.050
O 2.72936 0.38941 -0.80542 0.210 -0.242 -0.193
Se -7.18348 1.24918 1.42974 -0.361 0.036 0.043
N -5.80826 2.34005 1.38258 0.364 0.430 -0.037
C -4.72770 1.61324 1.23856 -0.370 -0.308 0.021
C -3.38926 2.15275 1.14889 0.421 0.040 -0.008
C -3.11752 3.52317 1.22368 0.010 -0.096 -0.008
C -1.81084 3.95162 1.16139 0.015 0.000 0.079
C -0.80226 3.00761 1.00845 0.031 0.105 -0.010
N -1.04606 1.70398 0.90322 0.060 0.003 -0.377
C -2.31832 1.26537 0.98713 -0.184 0.166 0.103
C -2.52965 -0.18138 0.95253 -0.338 -0.045 0.041
N -1.43712 -0.97058 0.86476 -0.114 0.186 -0.327
C -1.61093 -2.28791 0.86543 0.239 -0.198 -0.009
C -2.85886 -2.89633 0.91345 -0.079 0.024 0.014
C -3.98097 -2.10111 0.99066 0.085 0.071 0.012
C -3.82419 -0.71226 1.03598 0.410 -0.203 -0.034
C -4.94183 0.19579 1.17159 -0.306 0.364 0.002
N -6.19181 -0.19016 1.25356 0.215 -0.486 -0.035
H -3.93805 4.21856 1.34198 -0.017 -0.007 -0.010
H -1.55980 5.00024 1.22986 0.021 -0.007 0.023
H 0.23965 3.29656 0.97986 -0.031 0.087 -0.049
H -0.70621 -2.88502 0.83561 -0.013 -0.007 -0.084
H -2.94021 -3.97329 0.88370 0.047 -0.005 0.046
H -4.97552 -2.52565 1.02604 -0.016 0.022 0.017
```
Positions in Å, forces in eV/Å.

Calculated values
- Electronic energy: -141041.8635 eV
- E_LUMO: -8.107 eV
- Kohn-Sham gap: 5.914 eV
- Total charge: +2

These are the Löwdin partial charges, in e, on atoms 1 to 6: 1.34 -0.03 -0.27 -0.15 -0.13 -0.21

DFT (ωB97M-V/def2-TZVPD) results for a cluster of 5 separate species, C4H19NO4S in total.

XYZ file:
```
29
Properties=species:S:1:pos:R:3:forces:R:3
C -1.91385 -1.64295 -0.20740 0.497 -0.218 0.564
C -0.77962 -0.58222 -0.12541 -0.884 -0.750 0.200
N 0.11210 -0.69095 -1.24943 -1.662 -0.091 -0.678
C -1.41662 0.78874 0.00140 -0.342 0.972 0.273
C -0.46508 1.98721 -0.16951 -0.607 -0.549 -0.903
S 0.26151 2.44043 1.40721 -0.044 0.386 0.214
H -1.95318 -2.19208 0.73667 -0.140 0.148 0.100
H -1.68106 -2.43233 -0.93164 -0.331 0.415 -0.271
H -2.89295 -1.17566 -0.33404 0.075 -0.267 -0.435
H -0.30968 -0.81680 0.83196 0.554 0.264 0.133
H 0.99176 -0.20332 -1.21957 -0.135 -0.319 0.044
H 0.17665 -1.63655 -1.59530 0.343 0.116 0.094
H -2.24764 0.96080 -0.69773 0.364 -0.440 -0.234
H -1.90817 0.87080 0.98121 0.151 -0.116 -0.035
H 0.28019 1.73521 -0.92001 0.279 -0.015 0.147
H -1.03506 2.79004 -0.63676 0.074 0.289 0.511
H 0.66738 3.67276 1.07134 0.163 -0.071 0.033
O 2.31830 -0.02237 1.63622 0.207 -0.226 -0.009
H 2.53294 -0.19022 2.55979 -0.014 0.053 -0.019
H 1.79048 0.79194 1.63258 -0.096 0.160 0.073
O 0.73019 -1.83306 3.39293 0.768 -0.823 0.136
H 1.21634 -1.88158 2.55449 -0.326 0.225 0.047
H 1.10710 -2.58745 3.89034 -0.468 0.588 -0.213
O 2.57639 -0.15481 -1.14348 1.268 0.380 0.339
H 3.16725 0.59040 -1.29525 0.093 -0.068 0.007
H 2.56041 -0.27006 -0.17113 0.259 -0.001 -0.217
O -1.36694 0.86724 -3.60118 0.374 -0.261 0.297
H -1.98830 0.23529 -3.21669 0.048 0.138 -0.111
H -0.53084 0.58154 -3.18160 -0.470 0.081 -0.087
```
Positions in Å, forces in eV/Å.

Calculated values
- Electronic energy: -24971.4349 eV
- E_LUMO: 0.373 eV
- Kohn-Sham gap: 9.084 eV
- Total charge: 0

These are the Löwdin partial charges, in e, on atoms 1 to 6: -0.04 -0.46 0.04 -0.26 -0.54 0.79